{"formula": "C6H15NO3Si", "method": "wB97M-V/def2-TZVPD", "homo_lumo_gap_ev": 10.849, "relative_energy_ev": 5.398, "e_lumo_ha": 0.0212, "molar_mass_g_mol": 177.28, "elements": ["C", "C", "C", "C", "C", "C", "N", "O", "O", "O", "Si", "H", "H", "H", "H", "H", "H", "H", "H", "H", "H", "H", "H", "H", "H", "H"], "coordinates": [[-1.947, -1.921, -0.642], [0.036, -1.402, 2.142], [1.450, 2.367, -1.318], [-1.516, -0.545, -1.064], [-0.327, 0.004, 1.723], [0.040, 1.926, -0.825], [2.261, -0.312, -0.116], [1.158, -0.864, -0.519], [3.282, -0.652, -0.622], [2.194, 0.519, 0.720], [-0.081, 0.199, -0.118], [-1.195, -2.642, -0.903], [-2.347, -1.810, 0.412], [-2.860, -2.261, -1.143], [1.120, -1.455, 2.078], [-0.139, -1.535, 3.219], [-0.512, -2.055, 1.447], [1.489, 3.487, -1.693], [2.058, 2.291, -0.428], [1.777, 1.458, -1.975], [-2.290, 0.150, -0.829], [-1.538, -0.430, -2.186], [0.146, 0.846, 2.284], [-1.323, 0.123, 2.011], [-0.605, 1.941, -1.644], [-0.332, 2.575, -0.012]], "lowdin_charge": [-0.17, -0.14, -0.14, -0.30, -0.29, -0.28, -0.53, -0.01, 0.15, 0.06, 0.55, 0.07, 0.09, 0.07, 0.06, 0.08, 0.06, 0.11, 0.03, 0.10, 0.06, 0.10, 0.10, 0.05, 0.04, 0.09]}